The following is a quantum chemistry calculation of a cluster of 6 separate species, C27H65Cl2O12P in total, from the Open Molecules 2025 dataset.

```
107
Properties=species:S:1:pos:R:3:forces:R:3:lowdin_charge:R:1
Cl -5.088 -1.552 4.845 -0.12 -0.05 0.01 0.3705
Cl 0.551 -3.072 5.511 0.11 -0.01 0.21 0.4343
P -3.488 -3.279 2.717 -0.21 -0.36 -0.43 0.4854
O 1.393 -0.205 2.442 0.25 0.37 0.14 -0.2034
O -5.643 -1.721 -4.426 -0.09 0.06 0.03 -0.2056
O -0.757 0.841 -7.247 0.13 0.03 0.03 -0.1974
O 5.158 -0.954 4.203 0.10 -0.11 0.05 -0.2057
O 2.521 2.476 1.847 -0.10 -0.08 0.11 -0.2249
O 7.639 -2.129 5.289 -0.06 -0.01 0.02 -0.1938
O -2.583 -2.568 0.184 0.14 0.08 -0.22 -0.1470
O -7.190 -0.988 -2.023 0.01 0.06 -0.17 -0.1891
O 0.534 2.214 -4.980 -0.04 -0.10 -0.12 -0.1965
O 2.886 5.117 -2.422 0.16 -0.08 0.02 -0.1916
O -4.782 -3.025 0.303 0.01 0.07 -0.28 -0.1570
O 4.691 2.955 -1.565 -0.02 0.03 -0.06 -0.1876
C 3.270 1.303 2.141 0.17 0.10 -0.12 -0.1998
C 6.288 -0.210 4.603 -0.18 0.06 -0.13 -0.2179
C -0.916 -0.284 -6.392 -0.06 0.00 -0.01 -0.0968
C -8.237 -0.625 -2.885 0.02 -0.02 0.06 -0.1456
C 4.004 3.825 -0.670 0.09 -0.20 0.10 -0.1901
C -3.627 -2.896 0.799 -0.25 -0.11 0.16 -0.8219
C -6.668 -2.295 -2.273 -0.07 -0.11 0.42 -0.1932
C 4.452 -1.564 5.279 -0.11 0.00 -0.06 -0.0903
C 7.248 -3.328 4.643 0.01 0.01 0.00 -0.1105
C 1.744 2.940 2.937 -0.03 -0.03 -0.02 -0.0995
C 2.724 4.374 -3.618 -0.08 0.14 0.01 -0.1178
C 0.192 0.121 1.753 0.00 0.03 -0.17 -0.0943
C -0.564 -3.675 4.200 -0.06 -0.39 -0.47 -0.5835
C 7.579 -0.987 4.453 0.15 0.00 0.07 -0.2130
C -5.310 -0.356 -4.510 0.00 -0.02 -0.04 -0.1376
C 2.704 4.329 -1.249 -0.11 0.18 -0.10 -0.1871
C -2.056 -1.997 2.982 0.28 -0.47 0.32 -0.3625
C -4.894 -1.908 3.027 0.43 0.25 0.40 -0.7406
C 2.582 0.022 1.725 -0.17 -0.24 0.10 -0.2032
C -0.082 2.867 -6.073 -0.02 0.15 0.17 -0.2141
C -5.421 -2.262 -3.112 0.11 -0.07 -0.12 -0.1797
C -4.702 -0.575 2.316 -0.64 0.32 -0.32 -0.3637
C 1.710 1.513 -5.334 0.05 -0.04 0.03 -0.1111
C 5.691 3.594 -2.327 0.00 -0.01 0.04 -0.1282
C -1.207 2.058 -6.682 -0.05 -0.10 -0.14 -0.2083
C -5.939 -0.183 1.500 -0.01 -0.40 0.16 -0.1264
C -0.684 -2.677 3.056 -0.16 0.70 0.29 -0.3613
H 3.512 1.258 3.207 -0.04 0.01 0.04 0.1176
H -2.000 -1.272 2.177 -0.29 -0.02 0.03 0.0225
H 0.965 3.587 2.535 0.02 0.02 -0.01 0.0881
H -8.340 0.461 -2.845 -0.03 0.00 0.03 0.0815
H -3.464 -3.599 4.159 0.09 0.10 0.04 -0.0654
H -1.983 1.870 -5.933 0.01 0.00 0.03 0.1275
H 8.069 -3.724 4.035 -0.02 0.01 -0.03 0.0846
H -6.384 -2.733 -1.309 0.05 0.08 0.01 0.1022
H -0.500 3.805 -5.692 0.00 0.01 -0.03 0.1243
H 1.664 4.242 -3.851 0.01 -0.09 -0.01 0.0826
H 2.216 4.965 -0.506 -0.02 -0.04 0.02 0.1282
H 7.001 -4.052 5.418 0.03 -0.01 0.02 0.0886
H -0.086 -0.679 1.061 -0.05 0.04 -0.01 0.1002
H 4.214 1.387 1.587 0.01 -0.03 0.02 0.1195
H -6.794 -0.052 2.168 -0.09 0.17 0.01 0.0597
H -5.064 -3.285 -3.241 0.03 0.00 0.03 0.1275
H -5.639 0.198 -3.627 0.00 0.01 0.00 0.0843
H 6.609 3.720 -1.739 0.00 0.04 -0.01 0.0841
H -1.651 2.644 -7.494 -0.04 0.02 0.04 0.1224
H 0.661 3.119 -6.839 0.01 -0.04 -0.03 0.1252
H 0.068 -1.902 3.229 0.14 -0.25 -0.12 0.0448
H 0.285 1.066 1.207 0.05 0.02 0.01 0.0851
H -2.472 -4.347 2.453 0.01 0.00 0.11 -0.0207
H -0.460 -3.151 2.102 -0.05 -0.18 -0.05 0.0979
H 3.199 4.936 -4.424 -0.02 0.04 0.02 0.0901
H 5.911 2.958 -3.185 0.02 -0.03 0.02 0.0859
H -4.568 -4.288 2.564 0.02 0.04 0.04 -0.0449
H 3.195 3.391 -3.551 0.01 -0.01 0.04 0.0719
H -5.807 0.057 -5.392 0.03 -0.01 -0.02 0.0791
H -4.523 0.215 3.045 0.31 0.01 0.07 0.0688
H 2.561 2.201 -5.404 0.02 -0.01 -0.06 0.0741
H 4.653 4.662 -0.388 -0.01 0.03 -0.04 0.1275
H -7.444 -2.915 -2.738 0.02 0.00 -0.07 0.1197
H -0.137 -4.618 3.873 0.15 -0.03 0.08 0.0510
H -4.639 -1.707 -2.591 0.01 -0.02 0.06 0.1300
H -0.259 -1.070 -6.761 0.00 -0.01 -0.04 0.0874
H -5.853 -2.348 2.774 -0.01 -0.13 -0.11 0.0360
H -2.225 -1.496 3.944 -0.17 0.17 0.01 0.0673
H -0.647 -0.053 -5.361 0.00 0.01 0.01 0.0888
H -5.779 0.722 0.913 -0.04 0.13 -0.01 0.0560
H 1.274 2.115 3.473 -0.02 -0.01 -0.01 0.0880
H 2.398 0.011 0.644 0.00 0.06 -0.01 0.1305
H 3.804 -0.838 5.778 0.02 0.01 0.00 0.0929
H -3.861 -0.619 1.627 0.14 -0.10 0.04 0.0748
H 7.722 -1.272 3.406 -0.03 -0.02 -0.02 0.1252
H 6.372 -3.179 4.011 -0.02 0.00 0.00 0.0853
H 1.912 0.785 -4.551 0.00 0.04 0.05 0.0997
H -8.040 -0.921 -3.920 0.00 0.01 -0.02 0.0769
H 3.262 -0.801 1.967 0.06 0.00 -0.09 0.1209
H 6.173 0.140 5.635 0.03 -0.01 0.02 0.1266
H -9.187 -1.076 -2.564 -0.01 -0.01 -0.05 0.0808
H 3.762 3.256 0.229 0.06 0.09 -0.07 0.0967
H 6.342 0.668 3.950 0.03 0.04 0.05 0.1220
H -1.513 -3.889 4.677 -0.09 0.16 0.12 0.0235
H 2.364 3.519 3.633 0.00 -0.03 0.02 0.0830
H -6.178 -1.002 0.822 0.05 0.04 -0.14 0.0482
H -0.596 0.208 2.499 0.05 -0.02 -0.04 0.0858
H -1.947 -0.645 -6.420 -0.04 0.00 0.05 0.0861
H 1.598 0.988 -6.284 -0.02 -0.01 -0.01 0.0837
H -4.227 -0.223 -4.622 0.04 0.04 0.03 0.0742
H 5.135 -2.004 6.009 0.03 0.00 -0.01 0.0815
H 2.040 3.485 -1.459 -0.01 -0.02 0.02 0.1348
H 5.364 4.572 -2.687 0.00 0.00 -0.01 0.0808
H 8.412 -0.337 4.741 -0.01 0.02 -0.03 0.1207
H 3.824 -2.347 4.859 -0.07 0.04 -0.02 0.0841
```
Forces are in eV/Å.

Kohn-Sham gap = 3.0774 eV
E_tot = -3232.03370 a.u.
F_max = 0.78 eV/Å
HOMO level = 0.0126 Eh
charge = -2



The following is a quantum chemistry calculation of the molecule C7H8NO2P, from the Open Molecules 2025 dataset.

```
19
Properties=species:S:1:pos:R:3:forces:R:3:lowdin_charge:R:1
P 1.250 0.365 -2.503 -0.29 0.70 0.10 0.5466
O -3.595 -1.583 0.525 1.59 0.44 0.74 -0.0130
O 1.025 -0.920 -3.161 -0.14 -0.73 -0.37 -0.3751
N -2.953 -1.239 1.518 -3.28 -0.41 0.41 -0.0906
C 1.403 -0.230 1.812 -0.39 -0.27 1.28 -0.0904
C 1.259 -0.026 0.437 0.15 0.46 -1.40 -0.0822
C -1.613 -1.081 1.444 2.84 0.34 -0.39 -0.1322
C -0.945 -0.723 2.580 -1.67 -0.45 -0.98 -0.0374
C 0.450 -0.502 2.739 1.50 0.20 -0.29 -0.0850
C 0.011 1.643 -2.874 0.31 -0.46 0.13 -0.1980
C 1.343 0.251 -0.743 -0.49 -0.26 0.69 -0.0819
H 2.427 -0.114 2.155 -0.09 0.00 0.09 0.1191
H -1.537 -0.643 3.483 -0.18 0.04 -0.01 0.1141
H 0.798 -0.541 3.766 0.04 0.00 -0.04 0.1090
H 0.266 2.589 -2.408 0.03 0.15 0.08 0.0462
H -1.088 -1.254 0.502 -0.18 0.00 0.02 0.1175
H 2.482 0.957 -2.784 0.17 0.23 -0.08 0.0290
H -0.019 1.750 -3.958 0.03 0.04 0.00 0.0497
H -0.965 1.302 -2.530 0.04 -0.01 0.04 0.0545
```
Forces are in eV/Å.

Kohn-Sham gap = 7.1996 eV
E_tot = -817.96243 a.u.
SMILES = C[P@H](=O)C#C/C=C\C=C\N=O
F_max = 3.33 eV/Å
HOMO level = -0.3311 Eh
charge = 0



The following is a quantum chemistry calculation of a structure of composition C13H24BF4FeN4O8P2, from the Open Molecules 2025 dataset.

```
57
Properties=species:S:1:pos:R:3:forces:R:3:lowdin_spin:R:1
Fe 0.212 -0.255 0.258 -0.13 0.02 -0.24 3.7242
P -1.051 2.512 -0.912 0.11 -0.04 -0.01 0.0052
P -1.047 0.336 -2.734 0.14 0.01 0.05 0.0049
F 2.173 -0.375 -0.175 0.42 0.11 -0.02 0.0486
F 4.227 -0.724 -1.161 0.09 -0.10 -0.04 0.0010
F 2.756 0.765 -2.101 0.18 -0.13 -0.13 0.0001
F 3.769 1.276 -0.125 0.17 0.12 0.10 0.0004
O -1.103 -0.868 5.023 0.00 -0.03 -0.06 0.0065
O 0.068 -0.157 -1.901 0.01 -0.04 -0.01 0.0249
O -3.282 -3.412 1.613 0.06 0.01 0.02 -0.0036
O -3.067 -3.017 4.546 0.05 0.08 -0.09 0.0047
O -1.430 1.879 -2.360 -0.15 0.00 -0.06 0.0000
O 0.079 -0.202 2.297 -0.09 -0.28 0.28 0.0556
O -1.099 1.474 0.144 0.03 0.14 0.11 0.0307
O -1.083 -1.746 0.393 -0.31 -0.10 0.21 0.0758
N -2.169 3.678 -0.609 0.04 -0.08 -0.14 0.0016
N -0.587 0.352 -4.305 -0.13 -0.02 0.03 0.0016
N -2.481 -0.433 -2.621 -0.08 0.21 0.00 -0.0001
N 0.385 3.236 -1.181 -0.08 -0.24 -0.03 0.0000
C -3.404 3.326 0.078 -0.04 0.01 0.05 0.0003
C -2.414 -2.455 3.699 0.00 -0.02 0.03 0.0024
C 1.080 3.231 -2.465 0.10 0.10 -0.08 0.0000
C 0.827 0.457 -4.651 0.05 -0.03 -0.04 0.0002
C -1.507 0.819 -5.324 0.00 -0.04 -0.05 0.0004
C -2.295 4.783 -1.542 0.00 0.08 0.04 0.0005
C -2.414 -1.893 -2.470 0.03 -0.11 -0.12 0.0000
C -1.368 -1.364 3.947 -0.10 -0.08 -0.01 0.0040
C -1.436 -1.860 1.641 0.06 0.07 -0.11 -0.0001
C -2.484 -2.692 2.195 -0.01 0.02 0.13 0.0005
C -3.677 0.147 -2.027 -0.02 -0.06 0.12 0.0000
C -0.812 -1.064 2.622 0.07 0.14 -0.10 0.0040
C 1.287 3.350 -0.029 0.07 0.14 0.05 0.0011
B 3.296 0.249 -0.922 -0.18 -0.15 0.19 0.0034
H -3.259 -2.337 -3.000 0.01 -0.02 0.02 0.0000
H 0.735 3.214 0.898 0.00 -0.02 0.04 0.0001
H 1.738 4.345 -0.022 0.00 -0.01 0.00 0.0001
H -3.705 4.157 0.719 -0.01 0.00 -0.01 0.0000
H -1.335 0.275 -6.255 0.02 0.01 0.00 0.0001
H -3.245 2.449 0.698 0.01 -0.01 0.01 0.0001
H -4.552 -0.326 -2.477 0.01 0.00 0.00 0.0000
H -3.708 -0.030 -0.947 0.00 0.01 0.00 0.0000
H -2.982 4.545 -2.363 0.00 0.01 0.00 0.0000
H 1.622 4.175 -2.570 -0.01 0.02 0.01 0.0000
H -1.376 1.891 -5.520 -0.01 -0.01 -0.01 0.0000
H 1.794 2.404 -2.518 -0.15 0.20 -0.02 0.0000
H 2.084 2.603 -0.085 -0.12 0.11 0.04 0.0005
H -1.490 -2.271 -2.905 0.01 0.00 -0.04 0.0000
H -2.422 -2.176 -1.416 -0.03 0.01 0.00 0.0000
H -2.675 5.662 -1.016 -0.02 -0.01 0.00 0.0001
H 1.056 -0.246 -5.455 -0.02 0.01 -0.02 0.0000
H 1.066 1.468 -4.998 0.02 0.00 0.00 0.0000
H -4.215 3.127 -0.631 -0.02 -0.02 0.00 0.0000
H 0.370 3.157 -3.284 -0.03 0.02 -0.02 0.0000
H -1.322 5.035 -1.958 0.04 -0.01 -0.01 0.0000
H -2.534 0.640 -5.013 -0.01 0.00 0.02 0.0000
H -3.729 1.214 -2.219 0.01 0.03 -0.02 0.0000
H 1.448 0.225 -3.789 -0.05 0.00 -0.04 0.0001
```
Forces are in eV/Å.

Kohn-Sham gap (spin up / spin down) = 6.2699 / 6.3238 eV
E_tot = -3702.01305 a.u.
expectation value of S² = 6.01
F_max = 0.43 eV/Å
multiplicity = 5
HOMO level (spin up / spin down) = -0.1562 / -0.1582 Eh
charge = -1



The following is a quantum chemistry calculation of the molecule C4H7NO2, from the Open Molecules 2025 dataset.

```
14
Properties=species:S:1:pos:R:3:forces:R:3:lowdin_charge:R:1
O -1.750 1.769 0.047 0.38 0.19 -0.12 -0.1004
O -3.243 -0.533 0.308 -1.40 -0.91 2.85 0.1037
N -0.627 1.064 -0.036 -0.71 -0.93 1.02 -0.2351
C 0.018 -1.280 -0.423 -0.41 -1.62 -0.95 -0.0180
C -2.347 -0.160 -0.478 1.47 1.40 -3.14 -0.1097
C -0.957 -0.200 -0.164 1.26 1.01 -0.74 -0.3040
C 0.709 1.631 -0.109 -1.49 -0.95 -0.18 0.0258
H 1.380 1.105 0.489 1.00 -1.32 1.02 0.0743
H -0.181 -1.940 -1.341 0.19 1.60 0.78 0.1192
H 1.026 -0.880 -0.433 0.11 -0.26 -0.10 0.0689
H 0.792 2.603 0.233 -0.62 2.10 0.42 0.0785
H -0.081 -2.047 0.326 0.32 -0.21 0.82 0.0708
H -2.799 -0.573 1.181 -1.06 -0.34 0.31 0.1406
H 0.984 1.533 -1.103 0.96 0.23 -2.00 0.0854
```
Forces are in eV/Å.

Kohn-Sham gap = 8.1720 eV
E_tot = -361.64439 a.u.
F_max = 3.74 eV/Å
HOMO level = -0.2861 Eh
charge = 0